The following is a DFT calculation (the ωB97M-V functional and the def2-TZVPD basis) of C14H14N2O3S in the gas phase at a distorted geometry.

Results
- HOMO level: -8.108 eV
- Total charge: 0
- Multiplicity: 1
- SMILES: CCOc1ccc(NC(=O)OCC#CCSC#N)cc1
- HOMO-LUMO gap: 8.3957 eV
- Total energy: -34699.0193 eV
- Energy relative to the best compared isomer or geometry (same formula, charge and spin): 126.15 kcal per mole

Each line ends with the Löwdin charge.
Positions of all 34 atoms, in Å:
C (1.195, 5.188, 3.264)  -0.088
C (1.618, 3.730, 3.385)  -0.249
O (2.544, 3.416, 2.320)  -0.081
C (2.229, 2.373, 1.504)  -0.284
C (2.139, 1.066, 2.038)  -0.020
C (1.404, 0.088, 1.369)  0.013
C (0.815, 0.466, 0.094)  -0.209
N (0.257, -0.558, -0.694)  0.132
C (-0.765, -0.483, -1.556)  -0.525
O (-1.571, 0.465, -1.703)  0.051
O (-0.765, -1.590, -2.349)  -0.008
C (-1.917, -1.861, -3.166)  -0.152
C (-2.324, -3.245, -3.138)  0.035
C (-2.772, -4.320, -2.897)  -0.139
C (-3.190, -5.620, -2.471)  -0.510
S (-1.716, -6.581, -2.126)  0.875
C (-0.623, -5.383, -1.241)  -0.501
N (-0.041, -4.548, -0.672)  0.083
C (0.940, 1.740, -0.392)  -0.051
C (1.758, 2.610, 0.187)  -0.008
H (0.420, 5.429, 4.056)  0.090
H (2.004, 5.982, 3.367)  0.089
H (0.816, 5.394, 2.242)  0.077
H (0.719, 3.138, 3.424)  0.109
H (2.036, 3.421, 4.378)  0.126
H (2.633, 0.920, 3.050)  0.140
H (1.285, -0.902, 1.727)  0.096
H (0.722, -1.500, -0.843)  0.187
H (-2.750, -1.265, -2.793)  0.131
H (-1.683, -1.434, -4.118)  0.126
H (-3.645, -6.179, -3.273)  0.072
H (-3.891, -5.595, -1.529)  0.133
H (0.324, 1.974, -1.253)  0.122
H (1.796, 3.664, -0.191)  0.138


The following is a DFT calculation (the ωB97M-V functional and the def2-TZVPD basis) of C5H10O in the gas phase at a distorted geometry.

Results
- HOMO level: -9.478 eV
- Total charge: 0
- Multiplicity: 1
- SMILES: C[C@H]1CCOC1
- HOMO-LUMO gap: 10.6379 eV
- Total energy: -7394.0229 eV
- Energy relative to the best compared isomer or geometry (same formula, charge and spin): 17.12 kcal per mole

Each line ends with the Löwdin charge.
Positions of all 16 atoms, in Å:
C (-0.661, -1.098, -1.429)  -0.076
C (-0.272, -0.607, -0.052)  -0.364
C (1.125, 0.015, 0.097)  -0.144
C (0.961, 0.845, 1.382)  -0.186
O (-0.443, 1.107, 1.513)  -0.127
C (-1.046, 0.655, 0.321)  -0.215
H (-0.046, -1.939, -1.759)  0.078
H (-1.710, -1.417, -1.422)  0.082
H (-0.556, -0.277, -2.147)  0.081
H (-0.353, -1.428, 0.679)  0.150
H (1.951, -0.700, 0.153)  0.117
H (1.299, 0.675, -0.763)  0.116
H (1.497, 1.801, 1.349)  0.116
H (1.310, 0.291, 2.264)  0.118
H (-2.131, 0.722, 0.352)  0.126
H (-0.926, 1.358, -0.541)  0.127


The following is a DFT calculation (the ωB97M-V functional and the def2-TZVPD basis) of 9 unconnected molecules or ions with the total composition C28H56Br4O10 at a distorted geometry.

Results
- HOMO level: -9.330 eV
- Total charge: 0
- Multiplicity: 1
- SMILES: CCOC(C)=O.CCOC(C)=O.CCOC(C)=O.CC(C)=O.CC(C)=O.CC(C)=O.CC(C)=O.BrCCBr.BrCCBr
- HOMO-LUMO gap: 9.3746 eV
- Total energy: -330588.3288 eV

Each line ends with the Löwdin charge.
Positions of all 98 atoms, in Å:
C (5.734, -0.515, -1.119)  -0.067
C (4.719, 0.396, -1.806)  -0.183
O (3.434, -0.271, -1.755)  -0.038
C (3.005, -1.025, -2.779)  -0.498
C (1.522, -1.307, -2.714)  0.016
O (3.581, -1.280, -3.852)  0.063
H (6.733, -0.100, -0.990)  0.077
H (5.916, -1.411, -1.713)  0.081
H (5.437, -0.824, -0.117)  0.055
H (4.681, 1.290, -1.184)  0.117
H (4.988, 0.659, -2.829)  0.124
H (0.991, -0.369, -2.878)  0.066
H (1.308, -1.847, -1.791)  0.061
H (1.290, -1.993, -3.528)  0.092
C (-4.264, -5.644, -3.755)  -0.047
C (-3.813, -5.688, -2.252)  -0.193
O (-2.552, -5.046, -2.092)  -0.003
C (-2.051, -4.870, -0.886)  -0.514
C (-0.676, -4.241, -0.864)  0.030
O (-2.605, -5.151, 0.191)  0.064
H (-5.245, -6.100, -3.890)  0.076
H (-3.544, -6.160, -4.390)  0.068
H (-4.192, -4.649, -4.192)  0.060
H (-4.558, -5.184, -1.637)  0.120
H (-3.777, -6.702, -1.853)  0.123
H (-0.485, -3.681, 0.051)  0.065
H (-0.668, -3.470, -1.635)  0.049
H (0.084, -5.003, -1.038)  0.100
C (-1.971, -3.148, 2.724)  -0.064
C (-2.320, -2.580, 4.102)  -0.218
O (-2.347, -1.183, 3.926)  -0.027
C (-3.363, -0.433, 4.436)  -0.506
C (-3.231, 1.019, 4.172)  -0.006
O (-4.415, -0.808, 4.931)  0.089
H (-2.632, -2.725, 1.967)  0.086
H (-1.857, -4.232, 2.753)  0.084
H (-0.961, -2.862, 2.433)  0.037
H (-3.200, -3.043, 4.548)  0.124
H (-1.474, -2.748, 4.769)  0.121
H (-3.071, 1.589, 5.087)  0.087
H (-4.158, 1.348, 3.702)  0.096
H (-2.447, 1.270, 3.458)  0.049
C (1.468, 2.599, -4.105)  -0.028
C (-0.041, 2.354, -3.933)  -0.428
C (-0.919, 3.516, -3.478)  -0.010
O (-0.562, 1.249, -4.193)  0.018
H (1.793, 2.095, -5.015)  0.092
H (1.880, 2.139, -3.207)  0.073
H (1.631, 3.676, -4.142)  0.010
H (-0.691, 3.876, -2.475)  0.063
H (-1.908, 3.067, -3.385)  0.068
H (-0.890, 4.358, -4.170)  0.090
C (-2.421, -1.676, -3.458)  -0.006
C (-3.383, -0.755, -2.831)  -0.461
C (-3.011, 0.368, -1.866)  -0.013
O (-4.592, -0.837, -3.078)  0.034
H (-1.875, -2.168, -2.653)  0.062
H (-1.708, -1.240, -4.158)  0.086
H (-2.972, -2.439, -4.007)  0.078
H (-3.608, 0.266, -0.959)  0.083
H (-3.291, 1.312, -2.333)  0.076
H (-1.947, 0.304, -1.638)  0.056
C (-0.160, -0.541, 0.913)  0.002
C (0.718, 0.698, 0.511)  -0.449
C (1.334, 1.557, 1.584)  -0.032
O (0.783, 1.031, -0.658)  0.042
H (-0.069, -1.368, 0.210)  0.058
H (-1.158, -0.102, 0.882)  0.090
H (0.213, -0.893, 1.875)  0.061
H (2.366, 1.222, 1.695)  0.085
H (0.806, 1.419, 2.527)  0.036
H (1.255, 2.603, 1.289)  0.055
C (3.048, -2.109, 1.160)  -0.001
C (2.461, -2.438, 2.536)  -0.488
C (2.752, -1.529, 3.702)  -0.015
O (1.810, -3.450, 2.718)  0.052
H (3.421, -3.022, 0.696)  0.098
H (3.797, -1.340, 1.351)  0.065
H (2.275, -1.720, 0.496)  0.058
H (2.925, -0.546, 3.263)  0.059
H (3.619, -1.894, 4.252)  0.094
H (1.951, -1.496, 4.441)  0.087
Br (-0.405, 3.662, 4.011)  0.625
C (0.326, 5.528, 4.212)  -0.620
C (-0.699, 6.432, 4.963)  -0.659
Br (0.011, 8.270, 5.247)  0.580
H (0.526, 5.885, 3.202)  0.027
H (1.263, 5.541, 4.770)  0.056
H (-0.830, 6.107, 5.994)  0.040
H (-1.668, 6.398, 4.464)  0.055
Br (3.711, 5.164, 1.247)  0.571
C (2.098, 5.773, 0.237)  -0.661
C (1.823, 4.933, -0.973)  -0.678
Br (3.090, 5.259, -2.437)  0.658
H (2.170, 6.839, 0.021)  0.061
H (1.237, 5.741, 0.904)  0.045
H (0.831, 5.110, -1.390)  0.049
H (1.873, 3.931, -0.547)  0.035


Record order is preserved below.
Lowest unoccupied orbital energy: 0.29, 1.16, 0.04 eV